4 unconnected molecules or ions with the total composition CH8O2S2, computed with ωB97M-V/def2-TZVPD.

For the max |F|, the calculation gives 3.54 eV/A. As for the multiplicity: 2. The HOMO-LUMO gap (spin up / spin down) comes out at 6.3 / 3.8 eV. For the calculated total energy, the calculation gives -26932.076 eV. The energy relative to the best compared isomer or geometry (same formula, charge and spin) is 0.043 eV. As for the LUMO energy (spin up / spin down): 2.977 / 0.536 eV. The net charge is -1.

Structure (XYZ):
```
13
Properties=species:S:1:pos:R:3:forces:R:3:mulliken_charge:R:1
C 0.04020 0.00525 1.10420 -0.810 -0.393 -0.107 -0.697
S -0.42603 1.43792 0.09174 -0.109 -0.725 0.571 -0.275
S 0.09053 -3.01234 -0.27437 -1.097 2.815 1.838 -0.752
H -0.72290 -0.78461 1.00328 0.343 0.393 0.116 0.218
H 0.97135 -0.43518 0.74369 0.089 0.092 -0.210 0.325
H 0.18018 0.24909 2.16615 -0.045 0.308 -0.311 0.338
H 0.50927 -3.98094 -0.92789 1.095 -2.621 -1.872 -0.084
H -2.19391 -0.04989 -1.11444 -0.036 -1.253 -0.476 0.272
H -1.47032 -1.47738 -1.28387 -1.955 0.880 -0.353 0.271
O -2.34953 -0.95466 -1.48861 2.005 0.125 0.808 -0.609
H 1.46763 2.37348 0.33007 -0.198 -0.122 0.035 0.330
H 1.72137 3.63741 -0.48355 0.942 -1.242 1.183 0.299
O 2.18217 2.99185 0.13360 -0.224 1.744 -1.222 -0.636
```
Positions in Å, forces in eV/Å.

***

A molecular structure, C63H50N2P3SiZn, computed with ωB97M-V/def2-TZVPD.

For the max |F|, the calculation gives 0.23 eV/A. The HOMO-LUMO gap comes out at 6.5 eV. For the calculated total energy, the calculation gives -153283.937 eV. As for the LUMO energy: -2.541 eV. The net charge is +1.

Structure (XYZ):
```
120
Properties=species:S:1:pos:R:3:forces:R:3:mulliken_charge:R:1
Zn -0.48589 -0.68119 0.03717 -0.172 0.104 -0.117 3.116
C -4.54119 -5.67548 -2.05609 -0.001 0.006 0.003 -0.653
C -5.13307 -4.49501 -2.48770 -0.005 -0.002 0.005 -0.685
C -4.44317 -3.29563 -2.40044 0.002 0.004 -0.030 -0.210
C -3.15243 -3.26654 -1.87443 0.089 -0.036 0.041 -0.163
C -2.57081 -4.45496 -1.43305 -0.005 0.008 -0.006 -0.137
C -3.25776 -5.65659 -1.53064 0.002 -0.017 0.008 -0.770
P -2.14261 -1.75854 -1.71017 -0.050 0.023 -0.013 1.892
C -3.39467 -0.43430 -1.57900 0.040 0.050 -0.070 -0.036
C -4.39243 -0.54456 -0.60672 0.043 -0.024 0.021 -0.244
C -5.28000 0.49401 -0.38575 0.003 0.006 -0.003 -0.744
C -5.17649 1.66730 -1.12643 -0.006 0.001 0.007 -0.709
C -4.18793 1.78834 -2.08922 0.009 0.003 0.002 -0.698
C -3.30138 0.74085 -2.31793 -0.012 -0.016 0.036 -0.351
C -1.37018 -1.50456 -3.35211 -0.033 0.006 0.031 0.737
C -1.81455 -2.23759 -4.45182 -0.021 0.014 -0.024 -1.027
C -1.26300 -2.03044 -5.70600 0.022 0.029 -0.002 -0.891
C -0.26321 -1.08323 -5.86975 -0.028 -0.019 0.042 -1.187
C 0.18707 -0.36365 -4.77297 0.003 -0.048 -0.005 -0.263
C -0.33790 -0.55495 -3.49164 0.010 0.072 0.058 0.310
Si 0.34383 0.35153 -1.95210 0.152 -0.053 0.022 0.059
C 0.40692 2.22268 -2.27658 -0.024 0.001 0.137 0.819
C -0.02487 2.81650 -3.46394 0.014 -0.017 0.003 -0.774
C 0.16645 4.17112 -3.70258 -0.012 -0.003 -0.008 -0.886
C 0.81396 4.95911 -2.76257 0.008 0.027 -0.017 -0.919
C 1.23074 4.39652 -1.56564 -0.001 -0.024 -0.004 -0.576
C 1.00337 3.04790 -1.30060 -0.036 -0.002 -0.022 0.268
P 1.46789 2.28250 0.30238 0.021 -0.010 0.004 1.487
C 0.49496 3.17034 1.57629 0.013 0.024 -0.043 0.267
C -0.19143 4.36809 1.39694 0.000 0.021 0.055 -0.871
C -0.84804 4.96734 2.46567 0.006 0.007 -0.012 -0.783
C -0.82865 4.37746 3.72115 0.002 0.004 0.004 -0.769
C -0.15959 3.17411 3.90698 -0.011 -0.008 0.006 -0.648
C 0.49003 2.57376 2.84002 0.011 -0.021 -0.037 0.342
C 3.14443 2.96363 0.58680 0.002 -0.026 -0.045 0.310
C 3.48541 3.78164 1.65857 -0.024 0.002 0.008 -0.641
C 4.80688 4.16507 1.85636 0.010 0.001 0.004 -0.718
C 5.79817 3.73687 0.98743 -0.004 0.007 0.001 -0.738
C 5.46435 2.92530 -0.09107 0.005 0.003 0.013 -0.527
C 4.14918 2.53875 -0.28644 -0.002 0.006 0.022 -0.668
C 2.21367 -0.11437 -1.89217 -0.035 -0.033 0.007 -0.411
C 3.06276 0.26728 -2.93695 -0.014 -0.021 0.024 -0.200
C 4.39651 -0.10752 -2.97700 0.024 -0.009 0.007 -0.910
C 4.93394 -0.88246 -1.95669 -0.001 0.019 -0.016 -1.012
C 4.13087 -1.25096 -0.89215 -0.038 0.015 -0.005 -0.112
C 2.79086 -0.85893 -0.84775 0.029 0.013 0.049 0.854
P 1.78732 -1.33346 0.59295 -0.097 -0.052 -0.140 0.267
C 1.90937 -3.15129 0.62634 0.013 0.033 0.053 0.303
C 2.40015 -3.88104 1.70295 0.008 -0.007 -0.011 -0.583
C 2.37163 -5.27166 1.67329 0.009 0.000 -0.008 -0.758
C 1.86027 -5.93639 0.57033 -0.001 0.002 0.012 -0.679
C 1.37626 -5.21054 -0.51312 0.006 -0.004 -0.021 -0.587
C 1.39458 -3.82673 -0.48322 -0.005 -0.008 0.016 -0.302
C 2.56243 -0.73295 2.11709 -0.009 -0.011 0.014 0.989
C 3.73101 0.01970 2.14806 -0.045 0.022 0.019 -0.916
C 4.18509 0.54992 3.34931 0.030 -0.003 0.001 -0.459
C 3.48934 0.31789 4.52517 -0.012 -0.007 0.013 -0.959
C 2.32316 -0.43908 4.50403 0.003 0.001 -0.003 -0.683
C 1.85537 -0.94847 3.30466 0.016 0.016 -0.038 -0.658
H -5.08326 -6.60909 -2.12750 -0.001 -0.002 -0.001 0.396
H -6.13501 -4.51026 -2.89623 0.001 0.002 -0.005 0.431
H -4.90708 -2.37988 -2.74592 -0.003 -0.003 0.007 0.510
H -1.56744 -4.43753 -1.01728 0.003 -0.017 -0.013 0.219
H -2.79517 -6.57497 -1.19299 0.003 0.005 0.005 0.472
H -4.47685 -1.45440 -0.02064 -0.014 0.004 0.001 0.503
H -6.05417 0.39129 0.36392 -0.002 -0.005 0.001 0.459
H -5.87162 2.47911 -0.95551 0.000 0.001 0.001 0.421
H -4.10495 2.69610 -2.67340 0.001 -0.003 -0.004 0.493
H -2.54183 0.84222 -3.08263 0.012 0.006 -0.017 0.409
H -2.59658 -2.97608 -4.33713 -0.018 -0.005 0.017 0.429
H -1.62054 -2.60251 -6.55222 0.013 -0.007 0.000 0.448
H 0.16922 -0.90931 -6.84670 -0.005 0.002 -0.003 0.436
H 0.97213 0.36551 -4.92549 0.020 0.016 -0.002 0.324
H -0.50114 2.21118 -4.22739 0.005 0.000 0.005 0.436
H -0.17045 4.60685 -4.63480 0.000 0.004 0.000 0.465
H 0.99458 6.00766 -2.96113 -0.003 0.001 0.003 0.415
H 1.74223 5.00844 -0.83082 0.018 0.002 -0.016 0.582
H -0.21279 4.84336 0.42513 -0.015 -0.003 0.008 0.434
H -1.36895 5.90499 2.31640 -0.001 0.001 0.000 0.425
H -1.33089 4.85437 4.55324 -0.002 0.002 -0.003 0.394
H -0.14088 2.70499 4.88307 0.000 0.000 0.001 0.525
H 1.01434 1.63384 2.98568 0.009 0.009 0.010 -0.223
H 2.72469 4.12022 2.35061 0.006 0.009 -0.002 0.437
H 5.05894 4.80420 2.69302 -0.003 0.002 0.001 0.452
H 6.82573 4.03809 1.14395 0.002 0.000 0.000 0.398
H 6.23150 2.58994 -0.77769 -0.003 -0.001 -0.005 0.482
H 3.89750 1.89557 -1.12186 0.008 0.003 -0.007 0.408
H 2.67936 0.89594 -3.73162 -0.015 -0.009 -0.027 0.197
H 5.01995 0.20456 -3.80551 0.001 0.001 -0.001 0.452
H 5.97116 -1.18923 -1.98827 0.000 -0.002 0.001 0.429
H 4.54418 -1.85018 -0.08811 0.007 -0.007 -0.003 0.545
H 2.81600 -3.36967 2.56224 -0.006 -0.006 0.002 0.376
H 2.76127 -5.83353 2.51212 0.002 0.002 0.001 0.451
H 1.84639 -7.01799 0.54755 -0.001 -0.001 -0.001 0.421
H 0.99205 -5.72568 -1.38466 -0.004 0.001 0.003 0.507
H 1.02171 -3.26232 -1.33413 -0.006 -0.003 -0.010 0.485
H 4.27425 0.22572 1.23671 0.011 0.004 -0.009 0.314
H 5.08362 1.15339 3.35727 -0.002 -0.005 -0.004 0.474
H 3.84958 0.72969 5.45871 -0.001 0.004 0.000 0.406
H 1.77156 -0.61716 5.41821 0.001 -0.002 0.003 0.487
H 0.92257 -1.50363 3.28631 0.006 -0.003 0.012 0.387
N -1.31553 -2.29876 1.61978 0.049 0.025 -0.002 -0.564
C -2.02204 -1.56805 2.62996 -0.022 -0.087 0.035 -1.315
C -2.42704 -2.12008 3.81361 0.024 -0.026 0.027 -0.342
C -3.13866 -1.36002 4.76585 -0.002 0.013 -0.025 -0.891
C -3.46799 -0.06180 4.50355 0.018 0.001 0.003 -1.154
C -3.06223 0.54172 3.29070 0.001 -0.005 0.000 1.358
C -3.39017 1.87378 2.94395 -0.007 0.007 0.007 -1.233
C -2.96253 2.39193 1.75945 -0.015 0.011 0.000 -1.548
C -2.15414 1.59824 0.92785 -0.038 -0.044 -0.028 -0.665
N -1.83589 0.35817 1.21664 0.124 -0.013 0.024 1.621
C -2.30299 -0.20316 2.36809 -0.058 0.061 0.008 0.190
H -0.69681 -2.99496 2.02303 0.012 -0.014 -0.040 0.412
H -1.95149 -2.78285 0.99104 -0.020 0.001 0.014 0.167
H -2.21235 -3.16341 4.01290 -0.001 0.002 0.002 0.550
H -3.44443 -1.82505 5.69294 0.003 -0.001 0.002 0.433
H -4.04210 0.52062 5.21294 -0.002 -0.002 0.002 0.516
H -3.98437 2.46565 3.62971 -0.003 0.001 -0.002 0.486
H -3.19860 3.40204 1.46019 -0.004 -0.006 -0.006 0.757
H -1.76253 1.98978 -0.00420 0.016 0.009 -0.020 0.206
```
Positions in Å, forces in eV/Å.

***

7 unconnected molecules or ions with the total composition H13O6S, computed with ωB97M-V/def2-TZVPD.

For the max |F|, the calculation gives 1.26 eV/A. The HOMO-LUMO gap comes out at 7.3 eV. For the calculated total energy, the calculation gives -23333.233 eV. The energy relative to the best compared isomer or geometry (same formula, charge and spin) is 1.216 eV. As for the LUMO energy: 3.093 eV. The net charge is -1.

Structure (XYZ):
```
20
Properties=species:S:1:pos:R:3:forces:R:3:mulliken_charge:R:1
S -0.05938 1.39324 1.86467 -0.508 0.093 0.034 -0.711
H 1.07865 1.81073 1.33281 0.532 0.053 -0.106 -0.126
H 1.44223 2.19783 -0.95563 -0.042 -0.272 -0.135 0.336
H 2.93015 2.04728 -0.80277 0.114 -0.151 -0.070 0.282
O 2.21811 1.83693 -1.41454 -0.209 0.353 0.207 -0.619
H -0.26685 -0.54494 3.10415 0.099 -0.839 0.380 0.265
H -1.01774 -1.87807 3.60385 0.558 0.665 -0.274 0.299
O -0.16057 -1.41342 3.58621 -0.450 0.149 -0.083 -0.617
H 2.25638 -0.65061 0.74377 0.704 0.389 0.369 0.336
H 3.61912 0.02813 1.20580 -0.836 -0.581 -0.194 0.293
O 3.21065 -0.80272 0.89635 0.072 0.243 -0.099 -0.645
H -4.63311 -0.65342 -3.58821 -0.651 -0.235 0.297 0.330
H -3.89175 -0.44771 -4.79137 -0.448 -0.195 -0.601 0.326
O -4.78857 -0.73096 -4.53735 1.138 0.425 0.334 -0.656
H -0.59437 -0.44789 0.71603 0.279 0.420 0.455 0.166
H 0.05920 -1.86285 0.82448 -0.626 0.595 -0.025 0.326
O -0.66170 -1.36166 0.39680 0.385 -1.085 -0.434 -0.596
H 0.79322 0.24992 -2.77574 -0.227 -0.054 -0.079 0.318
H 0.35077 -0.29166 -1.46864 -0.479 -0.309 0.312 0.343
O 0.05375 -0.23771 -2.38475 0.596 0.334 -0.288 -0.649
```
Positions in Å, forces in eV/Å.